Entry 1:
An isolated molecule of C5H9NO2 at a distorted geometry, computed with ωB97M-V with the def2-TZVPD basis set.

The geometry in XYZ format:
```
17
Properties=species:S:1:pos:R:3:forces:R:3
O -2.27752 0.82328 -2.70853 0.1 -0.8 0.0
C -1.53791 0.89818 -1.76370 -1.0 1.3 -0.3
O -1.01313 2.12078 -1.44630 1.0 -1.4 1.4
C -1.23702 -0.15847 -0.73596 0.0 -0.2 -0.3
C -0.06156 0.23732 0.16317 -0.2 -1.1 0.5
C 0.25123 -0.88429 1.16223 0.3 0.2 -0.1
C 2.55947 -0.79976 1.48810 0.6 1.1 0.2
N 1.43035 -0.45763 1.92271 -0.3 -0.5 -0.2
H -1.43518 2.80420 -1.93827 -0.6 0.6 -1.1
H -2.17193 -0.36992 -0.21186 -0.1 0.8 0.5
H -1.19817 -1.15874 -1.19778 0.9 0.5 -0.4
H -0.23582 1.16664 0.70269 -0.1 0.0 -0.2
H 0.86391 0.33250 -0.40793 -0.2 0.3 -0.3
H 0.40659 -1.79461 0.55296 0.2 0.0 0.4
H -0.55489 -1.05561 1.88220 0.0 0.0 -0.2
H 2.76878 -1.34643 0.57416 -0.3 -0.5 -0.2
H 3.44279 -0.35744 1.96208 -0.2 -0.3 0.1
```
Forces are in eV/Å.

The structure (SMILES) is C=NCCCC(=O)O. The value obtained for the electronic energy is -10915.4164 eV. Its energy above the lowest of the compared OMol25 structures with the same formula, charge and spin is 111.8 kJ/mol. Its spin multiplicity is 1.

=====

Entry 2:
An isolated molecule of C5H9NO2 at a distorted geometry, computed with ωB97M-V with the def2-TZVPD basis set.

The geometry in XYZ format:
```
17
Properties=species:S:1:pos:R:3:forces:R:3
C -1.99334 -0.12067 0.70024 -2.6 -0.8 -0.3
N -0.38268 -0.01246 0.26771 -1.2 1.5 -2.5
C -0.28266 0.12640 -1.19302 1.0 0.1 -1.4
C 0.91667 -0.43210 -1.96158 0.6 -0.5 0.9
C 0.29105 0.57779 1.12412 0.9 -0.3 1.6
C 1.77417 0.56009 1.26379 0.6 0.5 0.1
O 2.52734 0.14833 0.43423 0.2 -0.2 -0.5
O -2.73144 -0.58634 -0.22122 0.5 0.2 0.0
H -1.90493 -0.77609 1.58718 0.4 0.2 0.3
H -1.22326 -0.17078 -1.63696 -0.3 -0.9 0.6
H -0.32024 1.20576 -1.39681 0.2 0.0 0.6
H 1.30847 -1.34344 -1.50292 -0.4 -0.2 -0.1
H 1.79147 0.22053 -1.90499 -0.3 0.1 -0.4
H 0.63571 -0.67855 -2.97912 0.0 0.2 -0.1
H -2.20724 0.93702 0.98966 0.5 0.1 0.2
H -0.31043 0.96576 1.93925 0.2 -0.3 0.8
H 2.17190 0.85307 2.24666 -0.3 0.2 0.2
```
Forces are in eV/Å.

The value obtained for the electronic energy is -10911.9229 eV. Its energy above the lowest of the compared OMol25 structures with the same formula, charge and spin is 448.9 kJ/mol. Its spin multiplicity is 1.

=====

Entry 3:
An isolated molecule of C5H9NO2 at a distorted geometry, computed with ωB97M-V with the def2-TZVPD basis set.

The geometry in XYZ format:
```
17
Properties=species:S:1:pos:R:3:forces:R:3
C -0.62864 0.51630 -0.21357 -2.0 0.0 -0.4
C 0.30341 0.52236 -1.37918 0.5 0.2 -0.2
C -1.76325 1.48184 -0.17627 -0.1 -0.2 -0.3
C 1.55994 -1.70865 0.55758 1.1 0.2 0.0
C 0.83774 -0.54670 1.17670 -0.9 -2.3 0.3
N -0.67612 -0.48320 0.65075 2.9 2.0 1.1
O -1.52096 -0.64576 1.56843 -0.8 -0.1 -0.1
O 1.15793 0.05949 2.14063 -0.2 0.3 -0.6
H 0.05622 1.32533 -2.07905 -0.2 -0.1 0.2
H -2.51868 1.19226 -0.91344 -0.1 0.1 0.1
H 0.25809 -0.40803 -1.95182 0.2 0.0 0.2
H 1.32400 0.74077 -1.07490 0.3 -0.2 -0.1
H -1.43912 2.48837 -0.41060 0.2 0.2 -0.2
H -2.21812 1.48376 0.80277 -0.2 -0.2 0.3
H 1.69316 -2.46266 1.35253 0.0 0.4 -0.3
H 1.01536 -2.16413 -0.25804 -0.1 0.1 -0.1
H 2.55902 -1.39134 0.20749 -0.4 -0.2 0.2
```
Forces are in eV/Å.

The structure (SMILES) is CC(=O)[N+]([O-])=C(C)C. The value obtained for the electronic energy is -10912.7229 eV. Its energy above the lowest of the compared OMol25 structures with the same formula, charge and spin is 371.7 kJ/mol. Its spin multiplicity is 1.

=====

Entry 4:
An isolated molecule of C5H9NO2, computed with ωB97M-V with the def2-TZVPD basis set.

The geometry in XYZ format:
```
17
Properties=species:S:1:pos:R:3:forces:R:3
C 0.58125 -0.29435 2.18717 0.7 -0.2 0.2
C 0.88213 0.85391 1.26438 0.0 0.1 -0.3
N 0.32336 0.86371 0.00832 0.2 -0.4 -0.1
C -1.60513 0.25461 -1.39522 0.8 0.2 -0.5
C -0.35963 -0.22736 -0.67168 -0.4 0.1 0.1
C 0.65181 -0.95089 -1.55041 -0.1 0.3 0.1
O 0.81044 -0.72509 -2.71685 0.0 -0.2 -0.1
O 1.55334 1.79385 1.63492 0.1 0.0 0.1
H 1.47214 -0.52426 2.76461 0.2 0.2 -0.1
H 0.24429 -1.23066 1.77377 -0.3 -0.1 -0.3
H -0.11914 0.06220 2.90959 -0.7 0.2 0.5
H 0.71183 1.57562 -0.59560 -0.1 0.1 0.1
H -2.30983 0.65194 -0.70226 -0.6 0.0 0.8
H -1.40538 1.08801 -2.07204 0.2 -0.3 -0.2
H -2.03453 -0.57954 -1.92936 -0.3 -0.1 -0.3
H -0.67953 -0.94456 0.07608 0.0 -0.1 0.2
H 1.28260 -1.66715 -0.98544 0.2 0.0 -0.2
```
Forces are in eV/Å.

The structure (SMILES) is CC(=O)N[C@@H](C)C=O. The value obtained for the electronic energy is -10915.9102 eV. Its energy above the lowest of the compared OMol25 structures with the same formula, charge and spin is 64.2 kJ/mol. Its spin multiplicity is 1.